Molecular formula: C5H6O
Method: DFT, wB97M-V/def2-TZVPD

Output
**2S+1**: 1
**LUMO level**: 0.8 eV
**E_HOMO**: -8.4 eV
**DFT total energy**: -7325.888 eV
**Max |F|**: 1.5 eV/A
**Relative energy (zero: lowest compared OMol25 entry of this formula, charge and spin)**: 327.7 kJ/mol

Last column: Löwdin charge in e.
Cartesian coordinates (Å):
O -0.0261 -0.3794 2.6648  0.049
C 0.3662 0.5213 -0.8362  -0.186
C -0.4492 0.1648 1.6692  -0.393
C -0.4581 0.5860 0.3802  -0.181
C 0.7110 -0.9509 -1.0970  -0.087
C -1.5717 0.9630 1.0411  0.195
H 1.2833 1.0667 -0.5796  0.127
H 1.1890 -1.4031 -0.2199  0.086
H -2.1503 0.9908 1.9369  0.121
H -0.1009 1.0032 -1.6941  0.113
H 1.3960 -1.0309 -1.9433  0.073
H -0.1893 -1.5317 -1.3222  0.082

Molecular formula: C4H8N2O2
Method: DFT, wB97M-V/def2-TZVPD

Output
**2S+1**: 1
**LUMO level**: -3.9 eV
**E_HOMO**: -8.9 eV
**DFT total energy**: -11343.852 eV
**Max |F|**: 3.5 eV/A
**Relative energy (zero: lowest compared OMol25 entry of this formula, charge and spin)**: 990.0 kJ/mol

Last column: Löwdin charge in e.
Cartesian coordinates (Å):
O 0.8839 -2.6915 -0.2505  -0.328
O 0.2915 1.3484 1.7889  0.139
N -1.3984 0.2364 -1.0687  0.149
N 1.2072 1.2574 -0.3283  0.104
C -1.3855 -1.1044 -0.6014  -0.137
C 0.1605 1.1446 0.6059  -0.534
C -1.2414 1.1238 0.0432  -0.156
C 1.6230 0.0056 -0.2671  0.062
H -1.9422 1.1145 0.8681  0.144
H -0.5498 -1.6903 -1.0850  0.101
H 1.0458 -0.8499 -0.6114  0.023
H -1.1654 -1.2938 0.4584  0.100
H 0.9297 -3.5645 0.1700  -0.048
H -2.3495 -1.5886 -0.8750  0.140
H 2.7041 -0.1279 -0.0962  0.104
H -1.2524 2.1114 -0.4493  0.138

Molecular formula: C3H3NO2
Method: DFT, wB97M-V/def2-TZVPD

Output
**2S+1**: 1
**LUMO level**: 0.1 eV
**E_HOMO**: -10.8 eV
**DFT total energy**: -8742.807 eV
**Max |F|**: 1.7 eV/A
**Relative energy (zero: lowest compared OMol25 entry of this formula, charge and spin)**: 224.2 kJ/mol

Last column: Löwdin charge in e.
Cartesian coordinates (Å):
O -0.2777 -0.6849 1.3904  0.036
O 1.4008 -1.3605 -0.6382  0.073
N -1.9421 1.9523 0.0365  0.172
C 0.5847 -0.4935 -0.8598  -0.205
C -0.0673 0.1577 0.3115  -0.376
C -1.1845 1.0823 0.1335  -0.140
H 0.4225 -0.0100 -1.8265  0.142
H 0.2441 -1.4899 1.2200  0.110
H 0.8468 0.8483 0.2553  0.189

Molecular formula: C15H31BeBrP2
Method: DFT, wB97M-V/def2-TZVPD

Output
**2S+1**: 1
**LUMO level (spin up / spin down)**: -0.1 / 0.0 eV
**E_HOMO (spin up / spin down)**: -7.5 / -7.2 eV
**DFT total energy**: -105075.806 eV
**Max |F|**: 3.4 eV/A
**Relative energy (zero: lowest compared OMol25 entry of this formula, charge and spin)**: 186.4 kJ/mol

Last column: Löwdin charge in e.
Cartesian coordinates (Å):
Br 1.7348 -4.1224 -2.0209  0.185
P 0.5455 -3.3688 -5.0382  0.820
P -0.4026 0.1938 -5.1598  0.899
C -1.7085 2.2863 -2.6685  -0.195
C -2.1310 0.7135 -5.5773  -0.262
C -0.5500 1.3924 -3.0713  -0.306
C -0.2390 4.3334 -3.4130  -0.122
C 2.2270 -2.7137 -5.2664  -0.278
C -1.5690 -3.5521 -2.6083  -0.235
C 0.6740 -4.9700 -5.8890  -0.225
C 0.4309 1.7098 -5.7976  -0.256
C 0.7126 1.3422 -2.4747  -0.126
C 2.0042 3.5508 -2.2965  -0.171
C -0.7484 -2.4393 -6.0167  -0.380
C 1.9627 2.0516 -2.7997  -0.205
C -1.4533 3.8097 -2.6334  -0.173
C -0.2478 -1.0882 -6.5532  -0.415
C 1.0905 4.4740 -3.1224  -0.102
Be 0.0887 -3.5858 -3.1436  -0.338
H -0.9481 0.3288 -3.0235  0.052
H 1.7738 3.6192 -1.2135  0.111
H 0.7976 -1.1456 -6.9165  0.065
H -1.4653 4.1522 -1.5759  0.116
H 1.5430 5.3650 -3.5813  0.096
H 1.4358 1.4347 -6.1229  0.038
H -0.1242 2.1108 -6.6465  0.042
H -2.6054 2.0550 -3.2901  0.091
H 2.8488 -3.3732 -4.6214  0.019
H -1.5957 -2.3340 -5.2986  0.064
H -2.3271 4.3060 -3.1113  0.104
H -2.0328 -3.9251 -3.5132  -0.037
H 0.7554 0.6940 -1.5879  0.123
H 2.2831 2.0373 -3.8549  0.100
H -2.4168 1.7201 -5.2576  0.035
H -0.9136 -0.7013 -7.3425  0.061
H -2.8406 0.0098 -5.1234  0.048
H 2.5365 -2.7779 -6.3297  0.058
H -2.2703 0.6466 -6.6620  0.035
H 2.2630 -1.6983 -4.8249  0.046
H -1.9511 1.9412 -1.6564  0.113
H -1.7833 -4.2508 -1.8033  -0.016
H 0.5065 2.4944 -5.0321  0.008
H 1.6513 -5.0583 -6.3928  0.056
H -1.0939 -3.0628 -6.8784  0.087
H 0.6594 -5.7352 -5.1120  0.039
H 3.0396 3.9606 -2.3758  0.104
H -1.9677 -2.5819 -2.3199  -0.019
H -0.5576 4.8689 -4.3248  0.097
H -0.1673 -5.1022 -6.5713  0.044
H 2.7746 1.4890 -2.3201  0.105

Molecular formula: C3H6N3S
Method: DFT, wB97M-V/def2-TZVPD

Output
**2S+1**: 1
**LUMO level**: -5.4 eV
**E_HOMO**: -15.6 eV
**DFT total energy**: -18504.133 eV
**Total charge**: +1
**Max |F|**: 5.7 eV/A
**Relative energy (zero: lowest compared OMol25 entry of this formula, charge and spin)**: 253.7 kJ/mol

Last column: Löwdin charge in e.
Cartesian coordinates (Å):
S -1.1204 -1.7469 1.3252  1.198
N -2.3491 -1.1586 0.4440  -0.288
N -2.0958 -0.2260 -0.2669  -0.010
N -0.8288 0.1115 -0.3057  -0.138
C 1.4202 -0.5273 0.8614  -0.040
C -0.2838 1.1223 -1.1710  -0.010
C 0.0036 -0.7057 0.5402  -0.405
H 1.7343 -0.9175 1.8317  0.107
H -0.3678 1.0210 -2.3239  0.153
H -0.5512 2.1345 -0.7915  0.122
H 1.7156 0.6209 0.6730  0.156
H 0.7680 1.3639 -1.0022  0.079
H 1.9551 -1.0920 0.1856  0.075

Molecular formula: C31H70B2BrINO12
Method: DFT, wB97M-V/def2-TZVPD

Output
**2S+1**: 1
**LUMO level**: 2.0 eV
**E_HOMO**: -4.4 eV
**DFT total energy**: -138839.222 eV
**Total charge**: -1
**Max |F|**: 3.1 eV/A

Last column: Löwdin charge in e.
Cartesian coordinates (Å):
I 1.2442 -4.5644 0.7696  0.660
Br 0.3253 -2.1997 -1.3858  0.489
O 6.7928 -3.3297 3.1274  -0.209
O -1.5336 4.3364 1.2454  -0.205
O -3.7339 6.5018 -0.1702  -0.199
O 4.5628 -5.4773 3.1522  -0.139
O -1.3169 7.3918 1.5441  -0.133
O 4.2643 9.7140 -4.5014  -0.201
O 6.6409 -5.8373 5.4057  -0.203
O -1.1975 -4.7623 -1.2786  -0.063
O 1.2304 9.2639 -4.1939  -0.132
O 2.9258 7.3566 -2.4418  -0.202
O -2.8238 -6.7780 1.3606  0.076
O -1.5463 -3.4914 0.5757  -0.134
N -0.8057 -7.2004 -0.0135  -0.093
C 7.5388 -2.7299 2.0926  -0.121
C 6.0686 -6.8203 4.5529  -0.202
C -3.7796 -2.7813 -0.0774  -0.255
C -0.7622 -7.8256 -1.3433  -0.101
C -3.4743 -5.8063 -1.6998  -0.106
C 5.7643 -6.2330 3.1859  -0.183
C -2.4431 -0.6468 0.5967  -0.239
C 4.6208 -4.1883 3.7552  -0.178
C 5.0707 9.9510 -5.6345  -0.115
C -3.0230 -1.4933 -0.5643  -0.191
C -0.7222 -8.3315 0.9469  -0.102
C 3.2315 10.6794 -4.3697  -0.204
C -2.8520 -3.9875 0.2763  -0.188
C -6.8434 -5.5746 -2.4069  -0.126
C -1.9725 6.4279 2.3628  -0.180
C 2.7950 6.8960 -1.1134  -0.104
C -1.2509 5.0937 2.4104  -0.205
C 5.3902 -3.1772 2.9263  -0.191
C 2.1087 10.1428 -3.5003  -0.181
C -2.8234 7.5689 -0.3889  -0.201
C 6.5013 -6.1728 6.7675  -0.121
C -4.9315 -3.0289 -1.0962  -0.070
C -4.7495 -6.4176 -1.0498  -0.190
C -5.0759 6.9290 -0.2440  -0.115
C -2.4643 -5.1325 -0.7231  -0.270
C 1.7678 7.0740 -3.2142  -0.197
C -0.5575 3.3405 1.0098  -0.103
C -3.5491 0.2276 1.3161  -0.112
C -1.4470 7.2065 0.1387  -0.184
C 1.7283 7.9533 -4.4504  -0.176
C -5.8052 -6.7140 -2.1862  -0.243
B -2.0253 -6.4023 0.2147  -0.490
B -0.5224 -3.8023 -0.4177  -1.633
H -0.8403 2.7942 0.1115  0.089
H -1.1527 6.1975 -0.1546  0.122
H 3.7132 7.1364 -0.5797  0.088
H 3.6628 11.5732 -3.9002  0.126
H -3.9450 -0.3805 2.1536  0.061
H 0.4233 3.8002 0.8409  0.083
H -3.0016 -6.6220 -2.2838  0.110
H 0.8628 7.2410 -2.6184  0.121
H 1.4866 10.9895 -3.2000  0.125
H 1.8136 6.0202 -3.5167  0.130
H 2.6969 7.9897 -4.9506  0.120
H 6.6060 -5.6572 2.7974  0.120
H -3.1773 8.4795 0.1084  0.127
H -3.2175 -4.3220 1.2684  0.151
H -5.2857 7.6729 0.5330  0.086
H -0.9351 -7.1134 -2.1647  0.085
H 2.8321 10.9455 -5.3550  0.126
H -0.6815 -7.9923 1.9889  0.090
H -3.7818 -5.0589 -2.4637  0.112
H -4.2769 -2.4671 0.8689  0.132
H -4.3810 0.4724 0.6275  0.061
H -1.6622 0.0619 0.2656  0.085
H -5.2850 -7.0284 -3.1076  0.105
H -2.0103 -1.2745 1.3970  0.106
H 0.2772 -8.2038 -1.4885  0.091
H 5.1148 -2.1625 3.2407  0.127
H -1.9586 6.8514 3.3701  0.124
H -0.1722 5.2670 2.4989  0.126
H 6.9672 -5.3845 7.3578  0.085
H -3.8197 -0.8603 -1.0235  0.095
H 2.6433 5.8112 -1.0924  0.090
H -5.2980 7.3472 -1.2325  0.086
H -5.6265 -3.8259 -0.7994  0.042
H -1.5464 -9.0517 0.7441  0.081
H -2.3080 -1.7008 -1.3761  0.058
H 1.9604 7.4019 -0.6151  0.080
H 8.5963 -2.8772 2.3112  0.083
H -3.1397 1.1789 1.6976  0.049
H -1.4133 -8.7291 -1.4178  0.088
H 2.4900 9.6824 -2.5878  0.122
H -4.4995 -3.1492 -2.1041  0.084
H -2.7648 7.7445 -1.4710  0.126
H 3.5836 -3.8515 3.8129  0.123
H -6.4748 -4.8654 -3.1701  0.070
H -0.7259 7.8963 -0.3079  0.115
H -7.7556 -6.0339 -2.8487  0.063
H -7.1702 -5.0845 -1.4790  0.061
H 6.7949 -7.6375 4.4473  0.123
H 5.1444 -7.2121 4.9919  0.127
H 5.5961 -7.0642 2.4966  0.128
H 5.1405 -3.3097 1.8683  0.131
H -4.5645 -7.4120 -0.5889  0.099
H 0.2169 -8.8852 0.7236  0.088
H -6.3801 -7.6003 -1.8394  0.094
H -1.5979 4.5203 3.2797  0.127
H 5.8411 9.1820 -5.6657  0.088
H 7.3132 -3.2044 1.1314  0.088
H -0.5059 2.6415 1.8503  0.091
H 7.3324 -1.6549 2.0359  0.086
H 6.9973 -7.1246 6.9878  0.084
H -5.1800 -5.8038 -0.2378  0.112
H 4.9981 -4.2494 4.7774  0.118
H -3.0183 6.3108 2.0761  0.121
H 1.0178 7.5114 -5.1527  0.127
H 5.4418 -6.2305 7.0410  0.088
H 5.5497 10.9341 -5.5736  0.086
H -3.3251 -7.5660 1.1588  0.071
H -5.5362 -2.0966 -1.1366  0.078
H -5.7137 6.0628 -0.0741  0.089
H 4.4738 9.8813 -6.5509  0.087